{
  "formula": "C28H80N8O12",
  "method": "the ωB97M-V functional and the def2-TZVPD basis",
  "max_force_ha_per_bohr": 0.2779,
  "energy_ha": -2455.3293,
  "smiles": "NC(N)=O.NC(N)=O.NC(N)=O.NC(N)=O.CC(C)O.CC(C)O.CC(C)O.CC(C)O.CC(C)O.CC(C)O.CC(C)O.CC(C)O",
  "homo_energy_ev": -8.718,
  "spin_multiplicity": 1,
  "elements": ["N", "C", "N", "O", "H", "H", "H", "H", "N", "C", "N", "O", "H", "H", "H", "H", "N", "C", "N", "O", "H", "H", "H", "H", "N", "C", "N", "O", "H", "H", "H", "H", "C", "C", "C", "O", "H", "H", "H", "H", "H", "H", "H", "H", "C", "C", "C", "O", "H", "H", "H", "H", "H", "H", "H", "H", "C", "C", "C", "O", "H", "H", "H", "H", "H", "H", "H", "H", "C", "C", "C", "O", "H", "H", "H", "H", "H", "H", "H", "H", "C", "C", "C", "O", "H", "H", "H", "H", "H", "H", "H", "H", "C", "C", "C", "O", "H", "H", "H", "H", "H", "H", "H", "H", "C", "C", "C", "O", "H", "H", "H", "H", "H", "H", "H", "H", "C", "C", "C", "O", "H", "H", "H", "H", "H", "H", "H", "H"],
  "coordinates": [[2.903, 1.629, 0.480], [3.880, 0.749, 0.547], [3.568, -0.521, 0.495], [5.112, 1.146, 0.533], [3.134, 2.619, 0.820], [1.861, 1.215, 0.394], [4.416, -1.159, 0.350], [2.628, -0.853, 0.127], [1.110, -0.863, -0.530], [0.063, -0.319, 0.027], [0.255, 0.952, 0.213], [-1.048, -0.997, 0.531], [0.930, -1.869, -0.622], [1.650, -0.404, -1.282], [-0.380, 1.304, 0.941], [0.535, 1.746, -0.424], [2.575, 0.904, -2.119], [1.520, 1.516, -2.608], [1.459, 1.363, -3.877], [0.650, 2.408, -1.934], [2.632, 1.019, -1.052], [3.460, 0.357, -2.413], [0.828, 1.976, -4.338], [1.924, 0.617, -4.369], [-3.139, 1.167, 3.964], [-2.444, 0.827, 2.879], [-2.804, -0.326, 2.349], [-1.403, 1.475, 2.433], [-2.720, 2.037, 4.328], [-3.078, 0.358, 4.680], [-2.175, -0.660, 1.539], [-3.581, -0.903, 2.577], [-1.629, 3.483, -0.157], [-2.337, 2.595, -1.028], [-3.476, 1.791, -0.483], [-2.767, 3.090, -2.093], [-2.274, 4.185, 0.273], [-0.870, 3.966, -0.601], [-1.052, 3.007, 0.590], [-1.629, 1.914, -1.455], [-3.188, 1.230, 0.342], [-3.607, 1.025, -1.242], [-4.284, 2.470, -0.290], [-3.214, 2.471, -2.684], [0.688, -1.923, 2.962], [1.647, -0.789, 3.142], [1.141, 0.100, 4.305], [2.871, -1.178, 3.258], [0.517, -2.542, 3.833], [0.978, -2.522, 2.136], [-0.297, -1.558, 2.680], [1.420, -0.100, 2.281], [0.103, 0.430, 4.269], [1.774, 0.982, 4.277], [1.225, -0.419, 5.208], [3.338, -0.948, 2.422], [0.470, 6.062, 2.907], [0.038, 4.689, 3.354], [1.028, 3.541, 2.983], [0.032, 4.680, 4.593], [-0.282, 6.697, 3.051], [0.630, 6.265, 1.894], [1.335, 6.315, 3.442], [-0.974, 4.406, 3.023], [1.236, 3.417, 1.922], [0.782, 2.583, 3.515], [2.015, 3.737, 3.449], [-0.529, 4.029, 4.992], [-5.074, -2.836, -2.317], [-4.097, -1.684, -2.674], [-2.727, -1.920, -2.072], [-4.085, -1.346, -3.854], [-6.037, -2.485, -2.578], [-4.871, -3.173, -1.273], [-4.708, -3.621, -3.072], [-4.347, -0.782, -2.219], [-2.135, -1.040, -2.203], [-2.213, -2.762, -2.382], [-2.814, -2.011, -0.997], [-3.678, -2.046, -4.439], [0.977, -5.313, -1.317], [1.399, -4.338, -0.275], [2.656, -3.626, -0.685], [0.519, -3.517, -0.159], [0.739, -4.798, -2.306], [0.118, -5.915, -1.029], [1.806, -5.957, -1.476], [1.533, -4.760, 0.706], [2.609, -3.009, -1.619], [3.501, -4.251, -0.814], [2.935, -3.066, 0.207], [-0.382, -3.861, 0.019], [-2.508, -3.581, 1.665], [-2.362, -4.980, 1.045], [-2.567, -4.974, -0.360], [-1.278, -5.564, 1.226], [-3.361, -2.993, 1.169], [-1.634, -2.984, 1.641], [-2.636, -3.668, 2.743], [-3.121, -5.638, 1.489], [-2.258, -5.943, -0.856], [-2.062, -4.157, -0.834], [-3.574, -4.886, -0.694], [-1.116, -5.568, 2.140], [0.392, -3.146, -5.443], [-0.151, -1.986, -4.657], [0.338, -1.913, -3.195], [0.123, -0.945, -5.215], [-0.123, -3.344, -6.378], [0.252, -4.002, -4.789], [1.469, -3.129, -5.583], [-1.260, -2.094, -4.626], [-0.075, -2.797, -2.702], [-0.018, -0.989, -2.715], [1.414, -1.892, -3.224], [-0.486, -0.261, -5.009], [2.371, 4.784, -0.363], [3.627, 4.980, 0.475], [3.651, 6.344, 1.201], [3.854, 4.051, 1.263], [2.464, 3.944, -1.009], [2.341, 5.669, -1.083], [1.406, 4.850, 0.157], [4.477, 4.972, -0.180], [3.417, 7.016, 0.311], [4.595, 6.509, 1.663], [2.961, 6.482, 2.058], [4.612, 4.321, 1.783]],
  "mulliken_charge": [0.844, 0.683, -0.011, -0.826, -0.388, -0.177, 0.245, 0.053, 1.825, -1.513, 1.396, 0.795, -1.297, 1.001, -1.050, 0.325, -0.169, 0.489, -0.235, -0.626, -0.648, 0.295, 0.305, 0.212, -0.608, -0.076, 0.137, -0.707, 0.340, 0.285, -0.314, 0.231, -2.240, 2.446, -0.394, -0.701, 0.587, 0.668, 0.130, -0.662, -0.260, -0.446, 0.536, 0.450, -1.082, 2.037, -1.755, -0.752, 0.498, -0.177, 0.123, -0.547, 0.056, 0.395, 0.612, 0.534, -2.048, 0.747, 0.180, -0.587, 0.618, 0.339, 0.479, 0.099, -0.503, -0.456, 0.612, 0.426, -1.116, -0.383, -0.497, -0.570, 0.452, 0.132, 0.258, 0.183, 0.035, 1.018, -0.019, 0.431, -1.473, 0.994, -1.426, 0.563, -0.033, 0.304, 0.611, 0.314, 0.112, 0.552, 0.193, -1.204, 0.089, -0.394, -1.080, -0.432, 0.025, -0.327, 0.507, 0.553, 0.325, -0.112, 0.478, 0.377, -1.670, 1.015, 0.915, -0.527, 0.421, 0.334, 0.367, -0.382, -0.816, -1.053, 0.774, 0.400, -0.870, 0.656, -1.404, -0.395, 0.102, 0.567, -0.212, 0.269, 0.316, 0.550, 0.114, 0.313]
}